DFT (the ωB97M-V functional and the def2-TZVPD basis) results for a molecular structure, C32H23Cl2F6N6O4S4Tl.

Net charge   0
ΔE to the lowest compared entry with this formula, charge and spin   15.8 kJ/mol
Kohn-Sham gap   0.285 hartree
Lowest unoccupied orbital energy   -0.018 Ha
HOMO   -8.24 eV
2S+1   1
Molar mass   1073.12 g/mol

Positions of all 78 atoms, in Å:
1 Tl 0.2192 -0.2292 0.4662
2 Cl 2.8356 -1.5836 2.1227
3 C 2.2049 -1.3146 3.7215
4 C 3.1272 -1.2183 4.7499
5 C 2.6881 -1.0220 6.0458
6 C 1.3293 -0.9224 6.2962
7 C 0.4275 -1.0105 5.2518
8 Cl -1.2583 -0.8724 5.6455
9 C 0.8248 -1.2108 3.9199
10 S -0.4063 -1.3673 2.6831
11 H 4.1802 -1.3042 4.5223
12 H 3.3986 -0.9493 6.8569
13 H 0.9570 -0.7707 7.2992
14 N 3.8681 -0.5879 -2.1976
15 C 4.2657 0.6819 -1.8092
16 C 5.3002 1.5057 -2.2366
17 C 5.4142 2.7256 -1.6018
18 C 4.5328 3.1096 -0.5779
19 C 3.5069 2.2893 -0.1585
20 C 3.3782 1.0551 -0.7938
21 N 2.4673 0.0284 -0.5945
22 C 2.7915 -0.9102 -1.4394
23 C 2.0624 -2.1703 -1.4719
24 C 2.3255 -3.3085 -2.1649
25 S 1.1783 -4.5081 -1.7593
26 C 0.4161 -3.4210 -0.6944
27 N 0.9729 -2.2523 -0.6441
28 H 4.2451 -1.1281 -2.9558
29 H 5.9789 1.2109 -3.0250
30 H 6.2027 3.4038 -1.8993
31 H 4.6638 4.0757 -0.1100
32 H 2.8189 2.5808 0.6219
33 H 3.1144 -3.5075 -2.8696
34 H -0.4601 -3.6783 -0.1197
35 F -0.3427 -2.2633 -3.7631
36 C -1.3496 -1.3738 -3.7614
37 F -2.2800 -1.8118 -2.9113
38 F -1.8727 -1.3284 -4.9800
39 S -0.7089 0.2816 -3.2553
40 O -0.0505 0.0002 -1.9910
41 O 0.1355 0.6745 -4.3360
42 N -1.9736 1.1694 -3.1661
43 S -2.9364 1.3170 -1.9188
44 O -4.1808 0.6269 -2.1014
45 O -2.2909 1.2169 -0.6382
46 C -3.3385 3.1047 -2.1077
47 F -2.2536 3.8501 -1.9150
48 F -3.8370 3.3680 -3.3098
49 F -4.2478 3.4285 -1.1849
50 N -0.5115 9.3674 3.5119
51 C -0.4087 8.2842 3.1431
52 C -0.2771 6.9284 2.6839
53 C -0.3231 5.8798 3.6008
54 C -0.1905 4.5779 3.1602
55 C -0.0099 4.3094 1.8011
56 C 0.0292 5.3647 0.8886
57 C -0.1031 6.6690 1.3264
58 C 0.1303 2.9580 1.3498
59 C 0.2468 1.8196 0.9677
60 H -0.4644 6.0927 4.6513
61 H -0.2275 3.7546 3.8599
62 H 0.1551 5.1506 -0.1640
63 H -0.0767 7.4892 0.6227
64 C -4.7114 -0.3899 1.4936
65 C -4.2882 -1.7538 0.9272
66 C -4.2513 -2.8130 2.0358
67 C -5.2053 -2.1761 -0.2264
68 C -2.9250 -1.6033 0.4027
69 N -1.8467 -1.4938 0.0252
70 H -5.7199 -0.4856 1.8968
71 H -4.7109 0.3696 0.7152
72 H -4.0408 -0.0758 2.2938
73 H -5.2389 -2.8725 2.4931
74 H -3.5241 -2.5512 2.8047
75 H -3.9974 -3.7944 1.6341
76 H -6.2231 -2.2609 0.1567
77 H -4.9073 -3.1437 -0.6325
78 H -5.1908 -1.4354 -1.0227